No. 1
Molecular formula: C48H50N10
Method: DFT, the ωB97M-V functional and the def2-TZVPD basis

The geometry in ORCA input format:
```
! RIJCOSX wB97M-V def2-TZVPD def2/J DEFGRID3
* xyz 0 1
C -2.55 0.87 -4.99
C -2.30 -0.20 -4.10
C -1.00 -0.08 -3.68
N -0.48 1.04 -4.26
C -1.42 1.64 -5.04
H -3.51 1.12 -5.41
H -2.94 -0.98 -3.72
H -0.45 -0.58 -2.91
H 0.45 1.40 -4.13
H -1.20 2.56 -5.55
C -2.63 -5.20 1.74
C -2.42 -3.89 2.25
C -3.57 -3.18 2.07
N -4.46 -4.01 1.43
C -3.89 -5.24 1.22
H -1.92 -6.01 1.75
H -1.47 -3.56 2.64
H -3.82 -2.14 2.24
H -5.40 -3.77 1.19
H -4.43 -5.98 0.66
C -0.19 -3.32 -2.25
C -1.22 -3.63 -1.38
C -2.44 -4.01 -1.89
N -2.66 -4.13 -3.21
C -1.65 -3.90 -4.03
C -0.39 -3.48 -3.61
H 0.77 -3.03 -1.83
H -1.12 -3.52 -0.30
H -3.31 -4.19 -1.27
H -1.87 -4.06 -5.08
H 0.46 -3.36 -4.27
C 2.46 -2.69 3.25
C 1.81 -3.91 3.15
C 2.46 -4.96 2.53
N 3.70 -4.87 2.05
C 4.31 -3.71 2.19
C 3.74 -2.56 2.75
H 1.98 -1.81 3.69
H 0.80 -4.03 3.51
H 2.01 -5.94 2.44
H 5.34 -3.69 1.85
H 4.33 -1.66 2.80
C 1.99 5.57 -3.83
C 1.88 4.65 -4.85
C 1.78 3.30 -4.52
N 1.78 2.86 -3.27
C 1.82 3.76 -2.30
C 1.93 5.12 -2.52
H 2.01 6.64 -4.04
H 1.81 4.93 -5.89
H 1.72 2.55 -5.30
H 1.70 3.36 -1.29
H 1.91 5.82 -1.70
C 5.67 2.18 3.52
C 4.55 1.84 2.78
C 3.31 2.27 3.25
N 3.13 2.90 4.40
C 4.21 3.22 5.11
C 5.49 2.91 4.69
H 6.66 1.81 3.31
H 4.60 1.17 1.93
H 2.41 1.95 2.73
H 4.06 3.73 6.05
H 6.34 3.12 5.34
C -6.42 1.36 -0.51
C -6.20 0.03 -0.83
C -5.41 -0.72 0.03
N -4.89 -0.25 1.16
C -5.18 1.00 1.51
C -5.92 1.84 0.69
H -7.02 2.03 -1.11
H -6.54 -0.41 -1.75
H -5.21 -1.76 -0.18
H -4.68 1.38 2.39
H -6.11 2.86 1.02
C 3.57 -1.56 -2.20
C 4.44 -1.99 -1.20
C 4.82 -1.08 -0.23
N 4.46 0.20 -0.24
C 3.65 0.61 -1.21
C 3.12 -0.26 -2.17
H 3.29 -2.25 -2.98
H 4.84 -3.00 -1.16
H 5.52 -1.37 0.55
H 3.35 1.64 -1.18
H 2.45 0.16 -2.90
C -1.56 -0.43 0.34
C -0.34 -0.66 0.96
C 0.69 0.25 0.72
N 0.58 1.27 -0.12
C -0.57 1.42 -0.77
C -1.67 0.62 -0.55
H -2.36 -1.14 0.51
H -0.20 -1.39 1.74
H 1.66 0.10 1.18
H -0.59 2.24 -1.48
H -2.62 0.77 -1.06
C -0.15 3.71 2.56
C -0.35 3.56 3.92
C -1.65 3.41 4.38
N -2.71 3.36 3.58
C -2.51 3.53 2.28
C -1.25 3.75 1.73
H 0.83 3.85 2.12
H 0.51 3.59 4.58
H -1.82 3.35 5.45
H -3.39 3.46 1.65
H -1.17 3.94 0.67
*
```

Structure (SMILES) ... c1cc[nH]c1.c1cc[nH]c1.c1ccncc1.c1ccncc1.c1ccncc1.c1ccncc1.c1ccncc1.c1ccncc1.c1ccncc1.c1ccncc1
DFT total energy ... -65486.4620 eV
E_LUMO ... 0.6 eV
Energy relative to the best compared isomer or geometry (same formula, charge and spin) ... 0.000 eV
HOMO-LUMO gap ... 0.31597 Eh

Atom charges from the Löwdin analysis, given in e for atoms 1 to 4: -0.109, -0.108, -0.155, 0.019



No. 2
Molecular formula: C48H51ClNO3
Method: DFT, the ωB97M-V functional and the def2-TZVPD basis

The geometry in ORCA input format:
```
! RIJCOSX wB97M-V def2-TZVPD def2/J DEFGRID3
* xyz -1 1
O -1.62 5.55 0.08
C -1.30 4.28 0.42
O -1.34 3.24 -0.63
C -0.93 4.02 2.00
C -0.86 2.41 2.31
C 0.45 1.65 1.64
N 1.49 1.58 2.73
C 2.85 2.06 2.27
C 2.88 3.63 1.75
O 2.72 4.71 2.51
Cl 3.13 3.84 -0.11
H -1.03 3.72 -1.47
H -1.74 4.49 2.73
H 0.10 4.51 2.27
H -0.73 2.30 3.49
H -1.87 1.84 2.05
H 0.06 0.56 1.36
H 0.81 2.13 0.63
H 3.38 1.34 1.49
H 3.56 2.03 3.23
C 3.56 -2.36 3.11
C 4.55 -3.31 2.86
C 4.96 -3.55 1.55
C 4.40 -2.83 0.49
C 3.42 -1.87 0.75
C 3.00 -1.64 2.06
H 3.24 -2.17 4.13
H 4.99 -3.87 3.68
H 5.73 -4.30 1.35
H 4.73 -3.01 -0.53
H 2.99 -1.31 -0.07
H 2.23 -0.90 2.26
C -0.59 -3.15 -2.15
C 0.45 -3.46 -1.27
C 1.66 -3.95 -1.76
C 1.84 -4.12 -3.14
C 0.80 -3.80 -4.02
C -0.41 -3.32 -3.53
H -1.53 -2.77 -1.77
H 0.31 -3.33 -0.20
H 2.46 -4.20 -1.08
H 2.78 -4.50 -3.52
H 0.94 -3.93 -5.09
H -1.22 -3.08 -4.21
C -5.36 3.45 5.98
C -5.11 3.69 4.63
C -4.44 2.74 3.86
C -4.02 1.54 4.45
C -4.27 1.30 5.80
C -4.94 2.26 6.57
H -5.88 4.19 6.58
H -5.45 4.61 4.17
H -4.24 2.92 2.81
H -3.50 0.80 3.86
H -3.94 0.37 6.26
H -5.13 2.08 7.62
C -4.69 -2.99 -4.23
C -5.86 -3.27 -4.92
C -6.52 -2.25 -5.61
C -6.00 -0.95 -5.61
C -4.82 -0.68 -4.92
C -4.17 -1.69 -4.22
H -4.18 -3.78 -3.69
H -6.27 -4.27 -4.93
H -7.44 -2.46 -6.15
H -6.51 -0.16 -6.15
H -4.42 0.33 -4.92
H -3.25 -1.48 -3.68
C 8.27 3.47 0.71
C 6.94 3.69 0.35
C 5.99 2.68 0.52
C 6.37 1.46 1.06
C 7.70 1.23 1.42
C 8.65 2.24 1.24
H 9.01 4.26 0.58
H 6.64 4.66 -0.06
H 4.96 2.86 0.23
H 5.63 0.67 1.19
H 7.99 0.28 1.84
H 9.68 2.07 1.52
C -0.02 -5.25 4.32
C -1.25 -5.22 4.97
C -1.92 -4.01 5.15
C -1.37 -2.83 4.66
C -0.14 -2.86 4.00
C 0.54 -4.06 3.83
H 0.50 -6.19 4.19
H -1.69 -6.14 5.35
H -2.88 -3.99 5.66
H -1.89 -1.88 4.79
H 0.29 -1.93 3.61
H 1.50 -4.09 3.32
C -2.45 0.96 -7.50
C -1.73 1.37 -6.38
C -1.31 2.70 -6.27
C -1.62 3.61 -7.27
C -2.34 3.20 -8.39
C -2.76 1.88 -8.51
H -2.78 -0.07 -7.59
H -1.50 0.66 -5.59
H -0.74 3.01 -5.40
H -1.29 4.65 -7.18
H -2.58 3.92 -9.17
H -3.32 1.56 -9.38
*
```

DFT total energy ... -70754.2869 eV
E_LUMO ... 2.1 eV
HOMO-LUMO gap ... 0.19705 Eh

Atom charges from the Löwdin analysis, given in e for atoms 1 to 4: -0.085, -0.265, -0.026, -0.101